{"formula": "C10H20ClIN2OPZr", "method": "ωB97M-V with the def2-TZVPD basis set", "charge": 3, "orbital_gap_ev": 5.11, "e_tot_ha": -1722.87261, "homo_energy_ha": -0.6966, "elements": ["C", "I", "H", "H", "H", "Zr", "P", "C", "C", "H", "H", "H", "C", "H", "H", "H", "H", "H", "H", "C", "O", "Cl", "C", "C", "C", "C", "N", "N", "C", "H", "H", "H", "H", "H", "H", "H", "H"], "coordinates": [[0.57794, 1.62374, 1.50226], [-1.07338, 3.05963, -0.42176], [1.17953, 0.82461, 0.76142], [0.61211, 1.05084, 2.50272], [1.20301, 2.50626, 1.42192], [-0.13483, -1.47664, -0.09456], [1.98705, 0.50348, -1.21274], [2.43608, 2.30558, -1.09473], [3.63224, -0.01297, -0.58349], [2.11315, -0.86345, -3.17238], [3.23280, 0.50666, -3.34607], [1.47531, 0.73224, -3.55071], [2.23978, 0.20377, -2.97973], [3.71544, -1.09671, -0.54003], [4.44467, 0.38269, -1.21054], [3.50198, 2.52954, -1.31475], [2.27058, 2.69983, -0.09026], [3.81677, 0.36209, 0.42716], [1.81890, 2.91917, -1.77036], [-0.87112, 1.59680, 1.14114], [-1.80296, 1.72213, 2.01483], [1.34817, -3.14627, 0.18898], [-4.53791, -0.21643, 3.16729], [-3.72452, -0.98239, 2.20456], [-4.01581, -2.01525, 1.30396], [-2.90790, -2.24938, 0.51519], [-1.92405, -1.36144, 0.96296], [-2.45251, -0.66463, 1.99852], [-2.57744, -3.25290, -0.51520], [-5.53091, 0.06150, 2.77228], [-4.73234, -0.74515, 4.11937], [-4.05597, 0.72840, 3.45603], [-4.95117, -2.58398, 1.25107], [-2.01643, 0.03567, 2.61205], [-1.60616, -3.75888, -0.34527], [-3.37958, -4.02267, -0.46137], [-2.60732, -2.78089, -1.51231]], "forces_ev_per_a": [[1.2, -6.3, 1.1], [-0.7, -0.8, -0.9], [-1.4, 1.7, 1.8], [0.5, 1.4, -1.0], [-0.7, 0.3, 0.3], [0.8, 0.9, -0.8], [2.6, 0.5, -1.0], [-1.1, 1.1, 0.1], [0.0, -0.9, 0.9], [0.1, 0.0, -0.2], [-0.3, 0.0, 0.5], [0.0, 0.0, -0.1], [-0.8, -0.5, -0.5], [0.2, -0.1, -0.1], [-0.5, -0.1, -0.1], [-0.5, -0.9, -0.1], [0.1, -0.1, -0.2], [-0.2, 0.0, 0.0], [0.2, -0.3, 0.2], [-3.1, 6.4, 3.1], [3.8, -1.9, -3.3], [-0.5, 0.4, 0.1], [-0.6, 0.5, 0.9], [0.2, 0.2, -0.1], [-0.8, -1.5, -1.2], [-0.6, 0.8, 2.2], [1.7, 0.2, 0.1], [-1.2, -0.3, 1.0], [-0.4, 0.1, -0.5], [0.4, -0.4, -0.1], [0.1, -0.1, -0.5], [0.1, -0.3, -0.2], [0.4, 0.4, 0.0], [0.5, -0.2, -0.8], [-0.2, -0.1, 0.1], [0.8, 0.2, -0.4], [-0.1, -0.4, 0.0]], "mulliken_charge": [-0.176, 0.203, -0.454, 0.205, 0.531, 1.506, 0.903, -1.139, -1.135, 0.403, 0.390, 0.382, -1.062, 0.352, 0.426, 0.437, 0.190, 0.383, 0.362, 0.195, -0.519, -0.169, -1.037, 0.737, -0.979, 1.009, -0.235, -0.042, -1.843, 0.363, 0.332, 0.296, 0.421, 0.389, 0.572, 0.340, 0.463]}

=====

{"formula": "C30H36F4NbO9", "method": "ωB97M-V with the def2-TZVPD basis set", "charge": -1, "orbital_gap_ev": 4.94, "e_tot_ha": -2298.02642, "homo_energy_ha": -0.1878, "elements": ["C", "C", "O", "C", "C", "Nb", "C", "C", "C", "C", "O", "O", "C", "C", "C", "F", "F", "C", "F", "F", "H", "H", "H", "H", "H", "H", "H", "H", "H", "H", "H", "H", "H", "H", "H", "H", "H", "H", "H", "H", "H", "H", "H", "H", "C", "C", "C", "O", "C", "C", "C", "O", "H", "H", "H", "H", "C", "C", "C", "O", "C", "C", "C", "O", "H", "H", "H", "H", "C", "C", "C", "O", "C", "C", "C", "O", "H", "H", "H", "H"], "coordinates": [[0.53732, -3.49983, 1.87789], [-0.96330, -3.32258, 1.69122], [-1.48326, -2.50562, 2.70809], [-2.59603, -1.69939, 2.36629], [-2.33211, -0.21490, 2.61781], [-1.06117, 0.86820, 1.08560], [-0.07297, 1.54669, -0.82925], [0.37807, 0.37050, -1.71542], [0.90156, 0.79331, -3.11887], [2.38353, 0.98980, -3.16745], [2.95198, 2.06143, -3.02494], [3.12787, -0.12952, -3.45823], [3.19249, -1.16942, -2.46857], [3.72791, -0.68639, -1.13690], [0.34345, 1.97045, 2.62693], [-0.41014, 2.89684, 3.39507], [1.31301, 2.75438, 2.00788], [1.06880, 1.16359, 3.73948], [2.43617, 1.32003, 3.69549], [0.83017, -0.18367, 3.63812], [0.76885, -4.28198, 2.60240], [0.96809, -2.56010, 2.23641], [1.01298, -3.73119, 0.92030], [-1.44502, -4.31471, 1.72334], [-1.17050, -2.89765, 0.70275], [-2.88060, -1.83590, 1.31720], [-3.45076, -2.04557, 2.96953], [-3.32385, 0.25687, 2.61597], [-1.91761, -0.11806, 3.62817], [0.12516, -0.54018, 1.03509], [-2.30841, 0.15948, -0.07664], [-2.03816, 2.42199, 1.23805], [0.78510, 2.19816, -0.63156], [-0.84871, 2.08383, -1.39075], [1.13911, -0.18612, -1.17036], [-0.46341, -0.31253, -1.86367], [0.41892, 1.72635, -3.41771], [0.63470, 0.03152, -3.85742], [3.86310, -1.91487, -2.89911], [2.21314, -1.64292, -2.35776], [3.16677, 0.16868, -0.75288], [4.77376, -0.38045, -1.23199], [3.64555, -1.49059, -0.40169], [0.73180, 1.49992, 4.72518], [-1.00777, 6.94926, 0.18402], [-1.60256, 5.76075, 0.24702], [-2.05091, 5.05856, -0.98484], [-2.59039, 3.98187, -0.91433], [-1.79160, 5.72690, -2.28816], [-1.19924, 6.91589, -2.34606], [-0.76357, 7.62156, -1.11382], [-0.22622, 8.70888, -1.17464], [-0.66951, 7.47927, 1.06524], [-1.78363, 5.23640, 1.17750], [-2.11540, 5.19009, -3.17102], [-1.00245, 7.42622, -3.28046], [-7.98960, -3.09824, 1.86716], [-6.84693, -2.43699, 2.02931], [-6.73932, -1.30964, 2.99249], [-5.69983, -0.71225, 3.13571], [-7.95687, -0.95143, 3.76715], [-9.09789, -1.61422, 3.60261], [-9.20398, -2.74036, 2.64042], [-10.24623, -3.34402, 2.49509], [-8.09374, -3.92187, 1.17244], [-5.94494, -2.67621, 1.47991], [-7.85245, -0.12745, 4.46151], [-9.99839, -1.37296, 4.15299], [7.41954, -4.10904, -2.32937], [8.69894, -3.74756, -2.34743], [9.19831, -2.72653, -3.30371], [10.36585, -2.40259, -3.32223], [8.21401, -2.11959, -4.23480], [6.93420, -2.48057, -4.21860], [6.43701, -3.50653, -3.26642], [5.27136, -3.83300, -3.25081], [7.02953, -4.84892, -1.64213], [9.43488, -4.17076, -1.67587], [8.60104, -1.37306, -4.91627], [6.19544, -2.04980, -4.88269]], "forces_ev_per_a": [[0.1, 0.3, 0.0], [0.1, -0.3, -0.1], [0.3, 0.0, 0.1], [-0.6, 0.0, 0.3], [0.0, -0.9, -1.1], [-0.7, 0.2, 0.2], [-0.6, -1.6, -0.6], [0.0, 0.4, 0.0], [-0.3, -0.2, -0.1], [0.9, 1.4, 0.2], [-0.8, -1.5, -0.3], [0.3, 0.2, 0.1], [-0.1, -0.2, -0.1], [0.1, 0.1, 0.0], [0.0, 0.3, 0.6], [0.2, -0.1, -0.1], [-0.3, -0.2, 0.0], [0.4, -0.1, 0.0], [-0.4, -0.1, 0.0], [0.1, 0.5, 0.1], [0.0, 0.0, 0.0], [-0.1, -0.1, -0.1], [0.0, -0.2, 0.1], [-0.1, 0.1, -0.1], [0.0, 0.2, 0.1], [0.1, -0.1, 0.0], [0.1, 0.0, 0.0], [0.2, 0.3, -0.1], [0.2, 0.2, -0.1], [0.7, 0.4, 0.3], [-0.1, 0.3, 0.1], [0.6, 0.4, 0.3], [-0.1, 0.1, 0.3], [0.1, 0.2, 0.2], [-0.1, -0.1, -0.1], [0.1, 0.1, 0.0], [0.1, 0.0, 0.1], [0.1, 0.0, 0.0], [-0.1, 0.1, 0.0], [0.0, 0.1, 0.0], [0.0, -0.1, 0.0], [-0.1, 0.0, 0.0], [0.1, 0.0, 0.0], [0.0, -0.1, -0.1], [0.0, 0.0, 0.0], [0.0, 0.0, 0.0], [0.2, 0.0, 0.2], [-0.3, 0.0, -0.3], [0.0, 0.0, 0.0], [0.0, 0.0, 0.0], [0.0, 0.0, 0.0], [0.0, 0.0, 0.0], [0.0, 0.0, 0.0], [0.0, -0.1, 0.0], [0.0, 0.0, 0.0], [0.0, 0.0, 0.0], [0.0, 0.0, 0.0], [0.0, 0.0, 0.0], [0.0, -0.1, -0.1], [0.0, 0.1, 0.1], [0.0, 0.0, 0.0], [0.0, 0.0, 0.0], [0.0, 0.0, 0.0], [0.0, 0.0, 0.0], [0.0, 0.0, 0.0], [0.0, 0.0, 0.0], [0.0, 0.0, 0.0], [0.0, 0.0, 0.0], [0.0, 0.0, 0.0], [0.0, 0.0, 0.0], [0.0, 0.0, 0.0], [0.1, 0.0, 0.0], [0.0, 0.0, 0.0], [0.0, 0.0, 0.0], [0.1, 0.1, 0.0], [0.0, -0.1, 0.0], [0.0, 0.0, 0.0], [0.0, 0.0, 0.0], [0.0, 0.0, 0.0], [0.0, 0.0, 0.0]], "mulliken_charge": [-0.994, -0.132, -0.341, -0.113, -1.042, -0.926, -1.042, -0.253, -0.618, 0.409, -0.574, -0.360, 0.047, -0.989, 0.675, -0.379, -0.348, 0.019, -0.312, -0.222, 0.355, 0.124, 0.282, 0.313, 0.203, 0.228, 0.142, 0.502, 0.374, 0.274, -0.036, 0.098, 0.480, 0.437, 0.271, 0.322, 0.381, 0.370, -0.005, 0.221, 0.313, 0.346, 0.326, 0.181, -0.336, -0.341, 0.425, -0.489, -0.382, -0.352, 0.398, -0.582, 0.402, 0.425, 0.419, 0.397, -0.383, -0.215, 0.265, -0.387, -0.382, -0.366, 0.352, -0.568, 0.408, 0.462, 0.432, 0.385, -0.456, -0.344, 0.371, -0.554, -0.388, -0.236, 0.541, -0.571, 0.414, 0.396, 0.402, 0.430]}